1.
Computed, not measured: a 2-piece molecular cluster, C5H13N2 overall at a distorted geometry, with ωB97M-V with the def2-TZVPD basis set.

```
20
C5H13N2 | the Open Molecules 2025 dataset | ωB97M-V with the def2-TZVPD basis set
C 2.4112 2.2841 -1.1063
C 1.3094 1.9755 -0.1268
C 0.1749 1.3798 -0.4988
N -0.8695 0.9709 0.4422
H 2.1432 1.9127 -2.1025
H 2.5893 3.3725 -1.1509
H 3.3546 1.8466 -0.7742
H 1.4656 2.2258 0.9336
H -0.0743 1.0885 -1.5457
H -0.6369 1.3203 1.3749
H -1.7824 1.3438 0.1847
H -0.9593 -0.1933 0.5062
C -0.8408 -2.4179 -0.7313
C -1.0894 -2.3678 1.5984
N -1.0219 -1.6720 0.5269
H -1.8219 -2.5059 -1.2404
H -0.4613 -3.4233 -0.5510
H -0.1250 -1.8549 -1.3965
H -1.2487 -1.8701 2.5732
H -0.9953 -3.4782 1.5937
```

Calculated values
Relative energy (zero: lowest compared OMol25 entry of this formula, charge and spin) (kcal/mol): 51.22
Charge: +1
Frontier orbital gap (eV): 10.71
E_tot (a.u.): -307.5400

=====

2.
Computed, not measured: C12H25F3NO5P2RuS as an isolated structure at a distorted geometry, with ωB97M-V with the def2-TZVPD basis set.

```
50
C12H25F3NO5P2RuS | the Open Molecules 2025 dataset | ωB97M-V with the def2-TZVPD basis set
C 0.9249 -1.3283 -3.5779
C 0.9683 -0.9366 -2.2431
N -0.1803 -0.8961 -1.5189
C -1.3806 -1.1688 -2.0662
C -1.4438 -1.5580 -3.4015
C -0.2877 -1.6597 -4.1607
C 2.3125 -0.5776 -1.6248
P 2.1272 -0.2361 0.1730
Ru -0.0933 -0.3030 0.4968
P -2.2986 -0.1638 0.3436
C -2.6179 -1.0449 -1.2169
O 2.1669 3.0377 -2.8065
O -0.9908 2.4598 -1.6923
H 1.8581 -1.3719 -4.1353
H -2.4269 -1.7796 -3.7932
H -0.3489 -1.9598 -5.2088
C 2.8710 -1.6858 0.9258
C 3.1993 1.1728 0.6223
H -3.4074 -0.5425 -1.7835
H -2.9936 -2.0483 -0.9839
H 2.7760 0.3358 -2.0248
H 3.0725 -1.3709 -1.7611
C -3.2873 -0.9543 1.6254
C -3.0930 1.4616 0.1357
H 0.9929 1.0705 0.6003
H -0.6691 3.1622 -1.1190
H 1.3804 2.5800 -2.5121
H 2.2904 2.5395 -3.6316
H -0.1513 -1.8664 0.9963
H -0.7855 1.5676 -1.2798
H 3.9031 -1.7451 0.5605
H 2.8241 -1.5593 2.0123
H 2.2790 -2.5530 0.6106
H 4.2485 0.8668 0.5102
H 2.9429 2.0093 -0.0445
H 2.9564 1.4201 1.6685
H -4.1603 1.3443 -0.0740
H -2.9227 1.9902 1.0766
H -2.6152 2.0040 -0.6849
H -4.3071 -1.1365 1.2694
H -2.7980 -1.8880 1.9099
H -3.2884 -0.2904 2.4958
F -0.3188 0.6448 6.2587
C 0.4938 0.6495 5.1742
F 1.0625 1.8676 5.0389
F 1.4780 -0.2587 5.3361
S -0.4853 0.2275 3.6138
O -0.9898 -1.1227 3.8198
O -1.4473 1.3099 3.4440
O 0.6601 0.2847 2.6269
```

Calculated values
2S+1: 5
Relative energy (zero: lowest compared OMol25 entry of this formula, charge and spin) (kcal/mol): 0.00
Charge: +1
Frontier orbital gap (spin up / spin down) (eV): 7.21 / 6.89
E_tot (a.u.): -2378.2149

=====

3.
Computed, not measured: C19H18IN3O2PtS2 as an isolated structure at a distorted geometry, with ωB97M-V with the def2-TZVPD basis set.

```
46
C19H18IN3O2PtS2 | the Open Molecules 2025 dataset | ωB97M-V with the def2-TZVPD basis set
C -2.4582 0.8934 -1.5624
C -1.2658 -0.1724 -2.6602
H -3.4337 0.4594 -1.4438
H -2.5900 1.4428 -2.4878
H -1.9924 1.7178 -1.0409
H -1.5991 -1.1890 -2.7165
H -1.4623 0.3776 -3.5991
H -0.3376 0.3153 -2.2981
C -1.4610 -2.8970 1.2730
C -1.2071 -4.1149 1.9024
C -0.2146 -4.9364 1.3731
C 0.4646 -4.4655 0.2691
H -2.2200 -2.2095 1.6662
H -1.7950 -4.3753 2.7638
H 0.0030 -5.9039 1.8320
H 1.2513 -5.0732 -0.1527
N -0.8298 -2.4522 0.1853
C 0.1765 -3.2128 -0.3174
C 0.9578 -2.6981 -1.4459
N 0.6506 -1.4874 -1.9002
C 1.3532 -0.9189 -2.8972
C 2.7410 -2.8465 -3.0870
C 2.4158 -1.5678 -3.5219
H 1.0464 0.0458 -3.2674
H 2.9093 -1.0271 -4.3289
C 2.0153 -3.4272 -2.0457
H 2.2477 -4.4178 -1.6824
H 3.5623 -3.3810 -3.5593
Pt -1.2712 -0.3578 -0.6986
I -2.9345 0.0194 1.3769
O -2.2821 4.2354 0.4349
S -0.8575 4.1915 0.2058
O -0.2535 5.1746 -0.6572
N -0.3841 2.6372 -0.1895
C 0.3226 2.0136 0.7300
S 0.6635 0.3580 0.6125
C 0.6221 2.8434 1.8929
C 1.2958 2.5527 3.0832
C 1.3634 3.5234 4.0834
C 0.7417 4.7712 3.9145
C 0.0543 5.0608 2.7291
C 0.0185 4.0954 1.7374
H 1.7602 1.5762 3.1988
H 1.8918 3.3116 5.0100
H 0.7829 5.5137 4.7129
H -0.4619 6.0016 2.5727
```

Calculated values
2S+1: 3
Charge: 0
Frontier orbital gap (spin up / spin down) (eV): 6.11 / 6.77
E_tot (a.u.): -2262.7266